Entry 1:
Formula: C37H72Br2N7O6S2
Source: OMol25
Level of theory: ωB97M-V with the def2-TZVPD basis set

Geometry as XYZ:
```
126
C37H72Br2N7O6S2 | OMol25 | ωB97M-V with the def2-TZVPD basis set
C 3.007 -6.923 3.855
O 4.338 -6.673 3.334
C 4.596 -5.249 3.192
C 6.194 -5.079 2.979
C 6.408 -4.317 1.581
C 5.881 -2.797 1.566
C 6.321 -1.948 2.863
C 6.377 -0.371 2.439
C 5.019 0.369 2.881
N 4.483 1.357 1.889
C 3.878 0.762 0.652
C 2.591 -0.066 1.073
N 1.762 0.405 2.197
C 0.348 0.131 1.816
C 0.191 -1.500 1.804
C -1.276 -1.961 2.343
S -2.255 -2.883 1.049
C -3.854 -1.975 0.783
S -4.050 -0.320 0.901
N -4.999 -2.834 0.404
C -5.094 -4.267 0.645
C -6.457 -4.666 0.044
N -7.068 -3.444 -0.503
C -6.200 -2.338 -0.270
C 2.009 1.778 2.730
C 2.038 1.660 4.323
C 1.112 0.545 4.999
C 1.270 0.637 6.609
N 0.846 -0.582 7.342
O 1.752 1.624 7.214
C 1.021 2.761 1.997
Br 1.248 2.969 -0.007
C -0.067 3.527 2.471
C -0.486 3.480 3.994
Br -1.183 4.692 1.281
C 3.512 2.367 2.417
H 2.344 -7.224 2.960
H 2.585 -6.051 4.458
H 3.082 -7.840 4.537
H 4.325 -4.655 4.134
H 3.993 -4.803 2.328
H 6.700 -4.552 3.858
H 6.619 -6.144 2.858
H 7.519 -4.315 1.292
H 5.866 -4.936 0.774
H 6.302 -2.294 0.624
H 4.731 -2.764 1.456
H 7.375 -2.286 3.175
H 5.615 -2.128 3.754
H 6.586 -0.243 1.325
H 7.237 0.082 3.057
H 4.280 -0.431 3.219
H 5.277 0.977 3.832
H 5.314 1.901 1.561
H 4.653 -0.003 0.254
H 3.746 1.524 -0.184
H 2.961 -1.134 1.339
H 1.970 -0.225 0.107
H -0.441 0.502 2.549
H 0.038 0.469 0.773
H 0.993 -2.011 2.434
H 0.227 -1.862 0.705
H -1.169 -2.594 3.297
H -1.919 -1.048 2.650
H -4.329 -4.958 1.151
H -6.919 -5.717 0.040
H -6.362 -1.257 -0.585
H 3.110 1.336 4.623
H 1.905 2.662 4.887
H 0.033 0.500 4.649
H 1.580 -0.480 4.724
H 0.203 -1.071 6.699
H 0.357 -0.326 8.210
H -0.764 2.417 4.298
H -1.446 4.103 4.115
H 0.275 3.978 4.708
H 3.500 3.246 1.686
H 3.997 2.808 3.372
C -5.594 6.301 -4.657
O -4.360 6.934 -4.972
C -3.837 7.715 -3.895
C -2.571 7.072 -3.329
N -2.884 5.840 -2.603
C -1.706 5.040 -2.262
C -0.878 4.464 -3.420
O -1.563 3.468 -4.171
C -2.404 3.973 -5.197
H -5.996 5.875 -5.578
H -5.442 5.488 -3.942
H -6.316 7.019 -4.261
H -4.582 7.896 -3.114
H -3.567 8.687 -4.323
H -2.083 7.777 -2.648
H -1.893 6.878 -4.168
H -3.497 5.267 -3.176
H -2.066 4.199 -1.661
H -1.052 5.633 -1.612
H -0.014 3.958 -2.976
H -0.465 5.238 -4.076
H -2.025 4.902 -5.632
H -3.419 4.111 -4.820
H -2.456 3.223 -5.991
C -1.357 0.464 -4.623
O -1.067 -0.715 -3.876
C -1.952 -0.911 -2.769
C -2.862 -2.117 -3.009
N -3.845 -1.836 -4.054
C -4.573 -3.021 -4.514
C -3.761 -4.130 -5.201
O -3.216 -3.754 -6.462
C -1.975 -3.073 -6.390
H -0.541 0.622 -5.330
H -2.284 0.346 -5.191
H -1.425 1.336 -3.969
H -2.529 -0.010 -2.537
H -1.316 -1.127 -1.903
H -3.385 -2.362 -2.078
H -2.224 -2.965 -3.280
H -3.370 -1.429 -4.854
H -5.324 -2.666 -5.228
H -5.124 -3.449 -3.668
H -4.454 -4.950 -5.412
H -2.987 -4.553 -4.551
H -1.366 -3.397 -5.542
H -2.138 -1.993 -6.356
H -1.420 -3.285 -7.308
```

Results
* LUMO energy: -2.79 eV
* spin multiplicity: 1
* HOMO-LUMO gap: 0.261 Eh
* net charge: +1

Löwdin population analysis, charges in e, atoms 1 to 8: number 1, C, carries -0.11; number 2, O, carries -0.23; number 3, C, carries -0.23; number 4, C, carries -0.16; number 5, C, carries -0.21; number 6, C, carries -0.22; number 7, C, carries -0.18; number 8, C, carries -0.15

Entry 2:
Formula: C4H9NO
Source: OMol25
Level of theory: ωB97M-V with the def2-TZVPD basis set

Geometry as XYZ:
```
15
C4H9NO | OMol25 | ωB97M-V with the def2-TZVPD basis set
C -0.458 -0.936 0.087
C -0.707 -2.158 0.926
C 0.067 1.965 -0.352
C 1.063 0.768 -0.658
N 0.834 -0.405 0.173
O 1.756 -0.728 0.961
H -1.117 -0.714 -0.747
H 0.160 -2.728 1.053
H -1.371 -2.801 0.468
H -1.166 -1.764 1.829
H -0.986 2.042 -0.602
H 0.037 2.404 0.648
H 0.439 2.831 -0.885
H 1.001 0.598 -1.690
H 2.070 1.210 -0.575
```

Results
* ΔE to the lowest compared entry with this formula, charge and spin: 8.9 kcal/mol
* LUMO energy (alpha / beta): 1.07 / -0.87 eV
* spin multiplicity: 3
* HOMO-LUMO gap (alpha / beta): 0.267 / 0.337 Eh

Löwdin population analysis, charges in e, atoms 1 to 8: number 1, C, carries -0.07; number 2, C, carries -0.08; number 3, C, carries -0.09; number 4, C, carries -0.17; number 5, N, carries -0.30; number 6, O, carries 0.02; number 7, H, carries 0.11; number 8, H, carries 0.06

Entry 3:
Formula: H8O4
Source: OMol25
Level of theory: ωB97M-V with the def2-TZVPD basis set

Geometry as XYZ:
```
12
H8O4 | OMol25 | ωB97M-V with the def2-TZVPD basis set
O 0.259 1.937 0.879
H 0.982 2.552 0.495
H 0.707 1.069 1.171
O -1.503 0.443 -0.813
H -0.885 0.978 -0.367
H -2.379 0.733 -0.367
O -0.379 -1.919 -0.723
H -0.945 -1.088 -0.691
H -0.492 -2.342 -1.698
O 1.656 -0.457 0.650
H 1.160 -1.033 0.022
H 1.587 -0.899 1.490
```

Results
* structure (SMILES): O.O.O.O
* ΔE to the lowest compared entry with this formula, charge and spin: 17.7 kcal/mol
* LUMO energy: 0.78 eV
* spin multiplicity: 1
* HOMO-LUMO gap: 0.439 Eh

Löwdin population analysis, charges in e, atoms 1 to 8: number 1, O, carries -0.14; number 2, H, carries 0.10; number 3, H, carries 0.04; number 4, O, carries -0.06; number 5, H, carries -0.03; number 6, H, carries 0.13; number 7, O, carries -0.16; number 8, H, carries -0.01

Entry 4:
Formula: C2H12NSi2
Source: OMol25
Level of theory: ωB97M-V with the def2-TZVPD basis set

Geometry as XYZ:
```
17
C2H12NSi2 | OMol25 | ωB97M-V with the def2-TZVPD basis set
C 0.229 -0.335 -0.072
C 0.002 0.994 0.204
N -0.419 -1.176 -2.707
Si -0.923 -0.905 1.602
Si 1.253 2.095 1.212
H -0.257 -0.613 -1.058
H 1.237 -0.607 0.133
H -0.938 1.530 -0.037
H -0.403 -2.076 -3.131
H 0.106 -0.668 -3.367
H -1.377 -0.923 -2.959
H -0.728 0.120 2.592
H -2.257 -0.735 0.842
H -0.453 -2.168 2.176
H 1.212 3.598 1.006
H 2.459 1.291 1.149
H 0.607 2.028 2.629
```

Results
* ΔE to the lowest compared entry with this formula, charge and spin: 75.7 kcal/mol
* LUMO energy: -5.55 eV
* spin multiplicity: 1
* HOMO-LUMO gap: 0.328 Eh
* net charge: +1

Löwdin population analysis, charges in e, atoms 1 to 8: number 1, C, carries -0.32; number 2, C, carries -0.31; number 3, N, carries 0.04; number 4, Si, carries 0.83; number 5, Si, carries 0.72; number 6, H, carries 0.05; number 7, H, carries 0.06; number 8, H, carries 0.09

Entry 5:
Formula: H24O24S3Zn2
Source: OMol25
Level of theory: ωB97M-V with the def2-TZVPD basis set

Geometry as XYZ:
```
53
H24O24S3Zn2 | OMol25 | ωB97M-V with the def2-TZVPD basis set
Zn 2.862 -2.632 1.833
Zn -3.121 -0.173 2.110
S -1.127 -3.860 3.452
O 0.198 -3.398 3.205
O -1.457 -4.994 2.641
O -1.123 -4.309 4.875
O -1.987 -2.756 3.332
S -5.377 3.323 0.227
O -4.661 2.202 0.785
O -4.686 4.584 0.524
O -5.330 3.240 -1.224
O -6.748 3.437 0.765
S 0.484 0.213 -0.610
O -0.770 -0.035 0.114
O 1.461 -0.660 0.007
O 0.412 -0.080 -2.029
O 0.847 1.629 -0.416
O 3.343 4.000 -1.811
H 2.925 4.533 -2.487
H 2.693 3.330 -1.598
O 2.222 -4.902 0.163
H 2.301 -5.850 0.056
H 1.458 -4.665 -0.363
O -4.985 -1.834 0.452
H -4.685 -2.572 -0.078
H -5.920 -1.765 0.259
O 2.016 4.011 2.640
H 1.475 3.699 1.914
H 1.695 4.895 2.816
O -1.272 5.019 -1.003
H -2.059 4.747 -0.532
H -0.568 4.502 -0.612
O 4.281 -1.171 -4.567
H 4.328 -2.055 -4.204
H 3.523 -0.775 -4.137
O -1.086 1.346 3.957
H -0.973 2.237 3.625
H -0.216 1.093 4.267
O -0.180 -3.643 -2.134
H 0.117 -2.741 -2.257
H -1.125 -3.606 -2.280
O 3.380 -0.364 3.703
H 3.094 0.447 3.283
H 3.945 -0.078 4.420
O 5.649 -2.301 0.507
H 6.229 -3.061 0.561
H 5.923 -1.845 -0.288
O -3.317 -0.232 -2.901
H -3.734 -1.080 -2.751
H -2.525 -0.256 -2.363
O 0.366 1.768 -5.437
H 0.644 1.204 -4.715
H 1.161 2.234 -5.697
```

Results
* LUMO energy: -0.16 eV
* spin multiplicity: 1
* HOMO-LUMO gap: 0.106 Eh
* net charge: -2

Löwdin population analysis, charges in e, atoms 1 to 8: number 1, Zn, carries 1.00; number 2, Zn, carries 1.08; number 3, S, carries 0.07; number 4, O, carries -0.32; number 5, O, carries -0.31; number 6, O, carries -0.29; number 7, O, carries -0.40; number 8, S, carries 0.16

Entry 6:
Formula: C2H2N2O4
Source: OMol25
Level of theory: ωB97M-V with the def2-TZVPD basis set

Geometry as XYZ:
```
10
C2H2N2O4 | OMol25 | ωB97M-V with the def2-TZVPD basis set
O 2.082 -1.175 -0.070
C 1.052 -0.542 -0.144
O 0.343 -0.260 -1.332
C -0.791 0.379 -0.886
O -1.673 0.737 -1.792
N -0.891 0.532 0.415
N 0.346 0.084 0.801
O 0.668 0.001 2.125
H -2.480 1.022 -1.227
H 1.342 -0.778 2.111
```

Results
* structure (SMILES): O=c1oc(O)nn1O
* ΔE to the lowest compared entry with this formula, charge and spin: 25.8 kcal/mol
* LUMO energy: 0.30 eV
* spin multiplicity: 1
* HOMO-LUMO gap: 0.346 Eh

Löwdin population analysis, charges in e, atoms 1 to 8: number 1, O, carries 0.11; number 2, C, carries -0.47; number 3, O, carries 0.19; number 4, C, carries -0.44; number 5, O, carries 0.14; number 6, N, carries 0.20; number 7, N, carries -0.15; number 8, O, carries 0.06

Entry 7:
Formula: C4H6N2O
Source: OMol25
Level of theory: ωB97M-V with the def2-TZVPD basis set

Geometry as XYZ:
```
13
C4H6N2O | OMol25 | ωB97M-V with the def2-TZVPD basis set
C 0.418 1.273 -1.553
O 1.001 0.919 -0.490
C 0.557 -0.169 0.222
C 1.183 -0.791 1.300
N 0.340 -1.729 1.746
C -0.740 -1.620 0.930
N -0.660 -0.707 -0.033
H 0.676 2.255 -1.937
H -1.488 1.762 -0.610
H -0.275 0.589 -2.032
H 2.165 -0.618 1.721
H -1.630 -2.223 1.067
H -1.548 1.059 -0.332
```

Results
* ΔE to the lowest compared entry with this formula, charge and spin: 111.4 kcal/mol
* LUMO energy (alpha / beta): -1.41 / -1.41 eV
* spin multiplicity: 1
* HOMO-LUMO gap (alpha / beta): 0.250 / 0.251 Eh

Löwdin population analysis, charges in e, atoms 1 to 8: number 1, C, carries 0.04; number 2, O, carries 0.05; number 3, C, carries -0.39; number 4, C, carries -0.11; number 5, N, carries 0.04; number 6, C, carries -0.25; number 7, N, carries 0.04; number 8, H, carries 0.12

Entry 8:
Formula: C32H55BiClN3O2P
Source: OMol25
Level of theory: ωB97M-V with the def2-TZVPD basis set

Geometry as XYZ:
```
95
C32H55BiClN3O2P | OMol25 | ωB97M-V with the def2-TZVPD basis set
Bi 0.012 1.015 -0.827
Cl 2.515 0.570 -1.302
N -1.018 -0.159 -2.774
N -0.459 2.879 0.769
C -1.543 0.172 -3.926
C -0.907 4.103 0.690
C -0.930 -1.650 -2.671
C -2.002 -2.067 -3.677
C -1.256 -2.016 -1.242
C 0.471 -2.047 -3.062
H -2.211 -1.591 -0.982
H -0.517 -1.423 -0.440
H -1.321 -3.079 -1.047
H 0.770 -1.655 -4.031
H 0.645 -3.125 -3.082
H 1.101 -1.556 -2.323
C -0.219 2.499 2.191
C -1.060 3.552 2.915
C 1.272 2.538 2.420
C -0.734 1.099 2.369
H -1.733 1.039 1.958
H -0.748 0.772 3.401
H -0.179 0.337 1.634
H 1.681 3.527 2.227
H 1.651 1.849 1.662
H 1.610 2.228 3.411
O -1.235 4.631 1.888
H -0.698 3.908 3.882
H -2.052 3.131 3.173
O -2.114 -0.862 -4.576
H -2.967 -2.226 -3.164
H -1.876 -2.997 -4.233
C -1.465 1.571 -4.525
C -0.975 4.910 -0.602
C -1.692 4.371 -1.880
H 0.090 4.994 -0.903
H -1.233 5.933 -0.306
C -1.094 3.226 -2.569
C -1.920 2.821 -3.709
H 0.046 2.648 -2.230
C -2.978 3.605 -4.251
C -3.418 4.775 -3.596
C -3.603 3.280 -5.596
C -2.754 5.161 -2.410
H -4.177 5.447 -4.071
C -3.141 6.494 -1.797
H -3.948 7.018 -2.319
H -2.283 7.164 -1.811
H -3.427 6.412 -0.750
H -2.840 3.313 -6.371
H -4.389 3.975 -5.911
H -4.017 2.275 -5.638
H -1.846 1.496 -5.548
H -0.376 1.721 -4.674
C 0.688 -3.460 4.001
C 0.389 -2.144 3.312
C -1.115 -2.051 3.193
C 0.893 -0.987 4.178
P 1.121 -1.991 1.439
N -0.640 -0.480 0.503
C 3.242 -1.443 1.590
C 3.821 -2.140 2.783
C 3.914 -1.876 0.308
C 3.534 0.023 1.814
C 1.214 -3.965 0.768
C 2.249 -4.774 1.508
C -0.139 -4.605 0.960
C 1.561 -3.967 -0.722
H 0.225 -3.470 5.002
H 1.764 -3.609 4.118
H 0.260 -4.273 3.421
H -1.558 -2.180 4.193
H -1.393 -1.082 2.786
H -1.560 -2.812 2.551
H 1.735 -1.324 4.790
H 1.168 -0.096 3.604
H 0.112 -0.645 4.872
H 4.928 -2.079 2.818
H 3.410 -1.685 3.689
H 3.530 -3.173 2.787
H 3.405 -1.307 -0.478
H 4.964 -1.540 0.282
H 3.816 -2.917 0.009
H 3.296 0.618 0.938
H 3.036 0.501 2.658
H 4.630 0.114 1.949
H 2.054 -4.779 2.559
H 2.289 -5.827 1.176
H 3.229 -4.335 1.345
H -0.690 -4.338 1.858
H -0.738 -4.253 0.122
H -0.082 -5.712 0.912
H 0.707 -4.180 -1.380
H 1.920 -2.996 -1.064
H 2.299 -4.766 -0.920
```

Results
* ΔE to the lowest compared entry with this formula, charge and spin: 178.2 kcal/mol
* LUMO energy (alpha / beta): 2.41 / 2.41 eV
* spin multiplicity: 1
* HOMO-LUMO gap (alpha / beta): 0.152 / 0.152 Eh
* net charge: -1

Löwdin population analysis, charges in e, atoms 1 to 8: number 1, Bi, carries 1.37; number 2, Cl, carries -0.14; number 3, N, carries 0.00; number 4, N, carries -0.01; number 5, C, carries -0.32; number 6, C, carries -0.32; number 7, C, carries -0.57; number 8, C, carries -0.04

Q: Which formula does entry 1 have?
A: C37H72Br2N7O6S2

What did the sixth record say?
Formula: C2H2N2O4
Source: OMol25
Level of theory: ωB97M-V with the def2-TZVPD basis set

Geometry as XYZ:
```
10
C2H2N2O4 | OMol25 | ωB97M-V with the def2-TZVPD basis set
O 2.082 -1.175 -0.070
C 1.052 -0.542 -0.144
O 0.343 -0.260 -1.332
C -0.791 0.379 -0.886
O -1.673 0.737 -1.792
N -0.891 0.532 0.415
N 0.346 0.084 0.801
O 0.668 0.001 2.125
H -2.480 1.022 -1.227
H 1.342 -0.778 2.111
```

Results
* structure (SMILES): O=c1oc(O)nn1O
* ΔE to the lowest compared entry with this formula, charge and spin: 25.8 kcal/mol
* LUMO energy: 0.30 eV
* spin multiplicity: 1
* HOMO-LUMO gap: 0.346 Eh

Löwdin population analysis, charges in e, atoms 1 to 8: number 1, O, carries 0.11; number 2, C, carries -0.47; number 3, O, carries 0.19; number 4, C, carries -0.44; number 5, O, carries 0.14; number 6, N, carries 0.20; number 7, N, carries -0.15; number 8, O, carries 0.06

Q: What is the spin multiplicity in the fifth record?
A: 1

Q: Among the records above, which one has the highest spin multiplicity?
A: C4H9NO